[1]
{"formula": "C33H57BeFN2O2Si", "method": "ωB97M-V with the def2-TZVPD basis set", "elements": ["O", "O", "C", "C", "H", "H", "H", "H", "H", "C", "C", "H", "H", "H", "H", "H", "C", "C", "C", "H", "H", "H", "H", "H", "C", "H", "H", "H", "H", "H", "H", "N", "C", "C", "C", "C", "H", "H", "H", "C", "H", "H", "H", "N", "C", "C", "C", "C", "H", "C", "H", "C", "H", "C", "C", "C", "C", "C", "C", "H", "C", "H", "C", "H", "C", "C", "Be", "H", "H", "H", "H", "H", "H", "H", "H", "H", "H", "H", "H", "H", "C", "Si", "H", "H", "C", "C", "C", "H", "H", "H", "H", "H", "H", "H", "H", "H", "F"], "coordinates": [[0.43269, -1.60940, -1.58875], [0.92977, -0.17947, -5.99816], [1.86920, -1.52719, -1.48704], [2.59714, -2.65900, -0.80003], [2.03879, -0.59576, -0.93040], [2.26920, -1.39323, -2.49720], [2.31649, -2.71519, 0.25785], [3.67976, -2.49769, -0.86991], [2.38852, -3.62856, -1.27252], [-0.09356, -2.89733, -1.96275], [0.24616, -3.28455, -3.39238], [-1.17933, -2.81757, -1.83526], [0.23569, -3.66466, -1.24318], [0.17167, -2.43556, -4.08902], [-0.44814, -4.05171, -3.73245], [1.27145, -3.68752, -3.44582], [-0.13920, 0.39859, -6.77221], [1.87078, -0.93113, -6.78318], [-1.44823, -0.34889, -6.59094], [0.12195, 0.40082, -7.84864], [-0.23012, 1.43252, -6.40644], [-1.34581, -1.39283, -6.91420], [-2.21903, 0.12921, -7.20522], [-1.77694, -0.32362, -5.54506], [1.25256, -2.10001, -7.53777], [2.62575, -1.28114, -6.06214], [2.35593, -0.25236, -7.51347], [0.64853, -2.73362, -6.87720], [2.05356, -2.71278, -7.96569], [0.62670, -1.74211, -8.36378], [1.42454, 0.83474, -4.07356], [-0.88370, -0.72479, 1.74569], [-1.75776, -0.17759, 2.61678], [-2.43499, 1.02503, 2.36653], [-2.49391, 1.70103, 1.13960], [-2.02546, -0.92402, 3.89991], [-1.09408, -1.36116, 4.27149], [-2.75454, -1.73792, 3.77385], [-2.42326, -0.24736, 4.66030], [-3.42482, 2.86567, 0.91014], [-4.03368, 2.71513, 0.00205], [-2.84507, 3.80579, 0.79985], [-4.11714, 3.00367, 1.75800], [-1.67148, 1.32349, 0.15261], [-0.48690, -2.10343, 1.83877], [0.76551, -2.48159, 2.36577], [1.76619, -1.47166, 2.82932], [1.07782, -3.83697, 2.50768], [2.04989, -4.09175, 2.93418], [0.17234, -4.83815, 2.14107], [0.42594, -5.89199, 2.26530], [-1.08228, -4.45756, 1.65170], [-1.83691, -5.19787, 1.37759], [-1.40963, -3.11438, 1.48914], [-2.77467, -2.75200, 0.99515], [-1.70306, 1.83473, -1.17119], [-1.00207, 3.01112, -1.51729], [-0.00050, 3.63803, -0.60613], [-1.35033, 3.66142, -2.70358], [-0.87685, 4.61538, -2.92737], [-2.23966, 3.09934, -3.61668], [-2.46202, 3.60362, -4.56410], [-2.82576, 1.86885, -3.30712], [-3.54162, 1.41885, -3.98792], [-2.50953, 1.19341, -2.12639], [-3.10520, -0.14128, -1.82099], [-0.38026, 0.42129, 0.65042], [2.61741, -1.41896, 2.13025], [2.16462, -1.79951, 3.80480], [1.33806, -0.46636, 2.93414], [-2.78253, -1.78425, 0.47444], [-3.48875, -2.68862, 1.83592], [-3.13059, -3.52854, 0.29700], [0.50236, 4.46015, -1.13760], [0.74891, 2.91203, -0.27962], [-0.48640, 4.06429, 0.28019], [-3.68952, -0.11913, -0.89275], [-2.32012, -0.90067, -1.72375], [-3.77546, -0.45085, -2.63396], [-3.05110, 1.42997, 3.16563], [1.44088, 1.93563, -3.83451], [2.71702, 2.98426, -4.73609], [0.44015, 2.31681, -4.10281], [1.53154, 2.02433, -2.74420], [4.39105, 2.13645, -4.89076], [3.05787, 4.61449, -3.85956], [2.34380, 3.54322, -6.50028], [3.22646, 4.07095, -6.90133], [1.50415, 4.24653, -6.55855], [2.12643, 2.70888, -7.17880], [4.87352, 2.01638, -3.91268], [5.08137, 2.71067, -5.52781], [4.29584, 1.13587, -5.33025], [3.12606, 4.49646, -2.77069], [2.28025, 5.36035, -4.06339], [4.01033, 5.03618, -4.20977], [0.97496, 0.80728, 0.35015]], "forces_ev_per_a": [[0.032, -0.802, 0.442], [-0.080, -0.417, -0.920], [-0.170, 0.715, -0.308], [-0.212, -0.441, 0.167], [-0.051, -0.252, -0.275], [0.043, -0.012, -0.089], [0.070, -0.132, -0.228], [-0.219, 0.101, 0.021], [0.098, 0.156, 0.161], [0.094, 0.607, 0.279], [0.422, -0.014, -0.086], [0.151, 0.137, -0.051], [-0.040, 0.142, -0.221], [-0.013, -0.105, 0.338], [0.051, -0.156, -0.041], [-0.337, 0.126, -0.127], [0.412, -0.061, 0.217], [-0.213, 0.355, 0.222], [-0.052, -0.072, 0.047], [0.049, 0.221, 0.440], [-0.048, -0.199, -0.272], [-0.088, 0.249, 0.127], [0.021, -0.073, 0.079], [0.118, -0.042, -0.175], [0.060, -0.074, 0.005], [-0.222, 0.140, -0.261], [-0.037, -0.200, 0.316], [0.143, 0.136, -0.093], [-0.125, 0.066, 0.011], [0.060, -0.158, 0.158], [0.237, 1.235, 0.072], [-0.289, 0.758, -0.002], [0.365, -1.003, -0.447], [-0.383, 0.274, 0.506], [0.785, -0.069, -1.195], [-0.120, 0.112, 0.254], [-0.159, -0.010, -0.027], [0.241, 0.217, -0.114], [0.029, -0.052, -0.127], [-0.406, 0.218, 0.303], [0.372, 0.091, 0.260], [-0.268, -0.569, -0.101], [0.346, -0.143, -0.314], [0.710, -0.418, 0.773], [0.028, -0.536, 0.728], [-0.537, 0.060, -0.201], [0.420, 0.218, 0.294], [-0.339, -0.264, -0.218], [-0.245, -0.027, -0.140], [-0.114, 0.464, 0.091], [-0.066, 0.310, -0.037], [0.434, -0.060, -0.041], [0.301, 0.088, 0.087], [0.280, 0.448, 0.155], [-0.484, 0.003, -0.317], [-0.322, 0.951, -0.571], [-1.007, -0.083, 0.015], [0.214, 0.399, 0.123], [0.212, -0.326, -0.379], [0.008, -0.164, -0.016], [-0.185, -0.121, 0.287], [-0.014, -0.158, 0.467], [0.512, 0.075, -0.203], [0.144, -0.039, -0.045], [-0.216, 0.706, 0.219], [-0.435, -0.290, -0.122], [0.041, -0.528, -0.353], [-0.283, 0.118, 0.207], [-0.066, 0.254, -0.322], [0.176, -0.313, -0.083], [0.010, -0.325, 0.189], [0.156, -0.020, -0.358], [-0.005, 0.320, 0.294], [-0.101, -0.239, 0.233], [-0.138, 0.117, 0.020], [0.149, -0.082, 0.001], [0.130, -0.094, -0.126], [-0.106, 0.140, 0.088], [0.154, 0.034, 0.195], [0.110, -0.208, -0.118], [-0.377, -0.673, -0.271], [0.691, 0.177, -0.229], [0.261, -0.169, 0.183], [0.070, 0.118, -0.163], [0.174, -0.298, 0.124], [-0.111, 0.124, 0.359], [-0.309, -0.124, -0.248], [-0.234, -0.207, 0.228], [0.044, -0.131, 0.038], [0.025, 0.097, 0.069], [-0.066, -0.020, -0.108], [-0.259, -0.068, 0.169], [0.007, 0.097, 0.041], [0.027, 0.036, -0.141], [0.049, -0.103, 0.048], [-0.184, -0.120, 0.033], [0.000, -0.146, 0.101]], "e_above_lowest_kcal_mol": 0.0, "e_tot_ha": -1955.9080, "total_charge": 0, "homo_energy_ha": -0.2999, "largest_force_ev_per_a": 1.4, "homo_lumo_gap_ev": 8.8}

***

[2]
{"formula": "C33H57F16IN3O8PS", "method": "ωB97M-V with the def2-TZVPD basis set", "elements": ["C", "C", "C", "C", "N", "C", "C", "I", "C", "C", "O", "S", "O", "O", "C", "C", "C", "N", "C", "C", "C", "C", "C", "C", "P", "O", "O", "C", "C", "O", "C", "C", "C", "N", "C", "H", "H", "H", "H", "H", "H", "H", "H", "H", "H", "H", "H", "H", "H", "H", "H", "H", "H", "H", "H", "H", "H", "H", "H", "H", "H", "H", "H", "H", "H", "H", "H", "H", "H", "H", "H", "H", "H", "H", "H", "H", "H", "H", "H", "H", "H", "H", "H", "H", "C", "C", "C", "F", "F", "F", "F", "O", "C", "C", "F", "F", "F", "F", "H", "H", "H", "H", "C", "C", "C", "F", "F", "F", "F", "O", "C", "C", "F", "F", "F", "F", "H", "H", "H", "H"], "coordinates": [[-4.89190, 3.02790, -3.72914], [-4.25122, 2.76190, -2.23820], [-2.86606, 1.88708, -2.29121], [-3.11670, 0.28044, -2.70306], [-1.82792, -0.18692, -3.28180], [-1.79222, -1.62185, -3.75174], [-1.69433, -1.79633, -5.36274], [-3.67177, -1.08871, -6.14212], [-0.58363, -0.93987, -6.17396], [-1.06390, 0.53814, -6.72244], [-3.17216, -2.10871, -3.41330], [-3.36728, -3.76582, -3.49549], [-3.62810, -4.36170, -4.92149], [-4.69091, -4.09149, -2.69397], [-2.02385, -4.77606, -2.58215], [-2.13914, -6.34323, -3.04609], [-3.54968, -7.08745, -2.57350], [-3.18082, -8.46978, -2.04843], [-0.62266, -4.05093, -3.14011], [0.73987, -4.85068, -2.73719], [-0.61089, -2.41233, -2.86816], [-0.93627, -1.98877, -1.31296], [-0.34616, -2.95371, -0.14629], [1.19177, -2.56435, 0.36450], [1.46311, -3.34182, 2.12967], [1.04619, -2.25634, 3.24345], [0.63256, -4.85609, 2.35042], [-0.63771, -4.70197, 3.07550], [-0.51219, -4.67180, 4.70863], [3.17976, -3.61863, 2.25806], [3.49565, -4.98687, 2.69591], [3.46133, -6.10458, 1.45469], [0.91394, -1.91552, -3.16600], [1.17092, -0.42637, -3.16354], [2.05932, 0.00679, -2.00043], [-4.02859, 3.32018, -4.47431], [-5.75416, 3.82000, -3.66893], [-5.36345, 2.01040, -4.08361], [-3.98717, 3.81218, -1.73755], [-5.04592, 2.16868, -1.60717], [-2.17369, 2.35839, -3.13528], [-2.25323, 1.92270, -1.29442], [-3.42330, -0.21468, -1.66020], [-4.03632, 0.33604, -3.45641], [-1.34742, 0.48044, -3.91174], [-1.64922, -2.89790, -5.76876], [0.45137, -0.78339, -5.65804], [-0.34173, -1.56341, -7.16605], [-1.60660, 0.47026, -7.78404], [-0.05271, 1.13160, -6.95221], [-1.64089, 1.19102, -5.94476], [-2.22254, -4.57637, -1.44732], [-2.08922, -6.36501, -4.23811], [-1.27712, -7.04271, -2.67520], [-3.95922, -6.44665, -1.67801], [-4.29103, -7.15862, -3.48872], [-3.18895, -8.50536, -1.00539], [-3.76502, -9.22341, -2.47401], [-0.70327, -4.18870, -4.32509], [0.62562, -5.99753, -2.54228], [1.47740, -4.75375, -3.67124], [1.33756, -4.40669, -1.82616], [-0.44939, -0.91085, -1.14376], [-2.08557, -1.83372, -1.07812], [-0.41515, -4.10511, -0.33157], [-1.02254, -2.75354, 0.81884], [2.03525, -2.99766, -0.31830], [1.21931, -1.40597, 0.52124], [-1.28406, -3.78308, 2.74071], [-1.29006, -5.66625, 2.81130], [-1.38974, -5.28662, 5.23449], [-0.70228, -3.54266, 5.03910], [0.48845, -5.09455, 5.14256], [4.63735, -4.96633, 3.04110], [2.88686, -5.36632, 3.62074], [4.02994, -5.70140, 0.48752], [3.99055, -7.09740, 1.81245], [2.36812, -6.39352, 1.14402], [1.70157, -2.31965, -2.36171], [1.25782, -2.39976, -4.19988], [1.78496, -0.25824, -4.01639], [1.48717, 0.14575, -0.98696], [2.46336, 1.08867, -2.30194], [3.03907, -0.65908, -1.89451], [1.37484, 2.34879, 2.82246], [2.75012, 1.67701, 2.96052], [2.85662, 0.64876, 4.07925], [2.62351, 1.18202, 5.29863], [4.10721, 0.12175, 4.12883], [3.70538, 2.63914, 3.07549], [3.00916, 1.04239, 1.77273], [1.22926, 3.62787, 3.44694], [0.92274, 3.59667, 4.83983], [2.04100, 4.18029, 5.71138], [3.21654, 3.52820, 5.52407], [1.74210, 4.06673, 7.03325], [0.58093, 2.33381, 5.19030], [-0.20754, 4.34069, 4.98583], [1.23680, 2.55445, 1.75379], [0.55056, 1.67213, 3.07781], [2.15662, -0.17928, 3.92519], [2.20362, 5.23762, 5.48432], [0.66322, 8.84258, 4.28915], [0.59475, 10.37762, 4.31587], [1.06783, 11.06690, 3.04256], [2.36021, 10.79699, 2.75540], [0.98110, 12.41639, 3.16713], [1.26587, 10.83367, 5.40814], [-0.71746, 10.71848, 4.52231], [1.81678, 8.24949, 4.89310], [2.97420, 8.17988, 4.06208], [4.13039, 9.04740, 4.57329], [3.76958, 10.35109, 4.68463], [5.18672, 9.01020, 3.71750], [2.62124, 8.46430, 2.78575], [3.34915, 6.87151, 4.06021], [-0.17410, 8.48480, 4.90095], [0.46617, 8.43175, 3.29170], [0.45523, 10.77592, 2.18267], [4.47052, 8.70803, 5.55568]], "forces_ev_per_a": [[0.232, -0.888, 0.551], [0.376, 0.139, -0.043], [0.243, -0.272, -0.831], [-1.025, 3.061, 0.786], [-1.023, -1.590, -0.268], [0.775, 0.715, -0.591], [0.522, 0.138, -0.781], [0.564, -0.519, -0.036], [0.269, 0.305, -1.579], [1.627, 0.596, -0.774], [2.101, -2.778, 0.353], [-7.747, -4.517, -0.886], [2.512, 2.802, 4.254], [5.072, 2.075, -1.951], [1.835, 0.715, -0.450], [-0.895, -0.180, -1.237], [0.784, 0.503, 0.510], [-0.826, 0.482, -0.329], [-0.588, -0.532, -0.822], [1.324, 0.163, -0.493], [-0.014, -0.260, 1.149], [0.266, 0.672, 0.722], [0.001, 0.164, 1.487], [-0.837, -0.979, -0.005], [-0.088, 3.264, 3.542], [1.182, -3.956, -4.022], [0.763, 3.144, -0.187], [-2.231, -1.169, 1.199], [-0.867, 0.826, 0.521], [-3.597, -1.814, -0.047], [2.189, -1.936, -0.156], [-0.094, 0.127, 0.036], [1.101, -0.848, -0.356], [1.755, -0.573, -0.369], [0.946, 1.464, -0.432], [-1.894, -0.364, 1.407], [1.847, -1.438, -0.239], [0.905, 2.068, 0.468], [-0.748, -2.362, -0.938], [1.545, 1.359, -1.002], [-1.372, -0.863, 1.702], [-1.277, 0.051, -1.790], [0.746, 0.638, -2.634], [1.917, -0.646, 1.641], [-0.692, -0.829, 0.608], [-0.187, 2.105, 1.342], [-2.134, -0.515, -0.520], [-0.530, 1.293, 2.244], [0.928, 0.125, 2.740], [-2.075, -1.208, 0.510], [0.857, -1.409, -1.594], [0.227, -0.387, -2.222], [-0.043, 0.194, 2.582], [-1.509, 1.778, -0.343], [0.329, -1.141, -2.064], [1.467, 0.322, 2.145], [-0.299, -0.076, -1.494], [0.656, 1.073, 0.882], [0.135, 0.306, 2.514], [-0.162, 2.262, -0.417], [-1.542, -0.263, 2.101], [-1.455, -0.845, -1.752], [-1.186, -2.368, -0.473], [2.338, -0.547, -0.825], [0.164, 2.211, 0.130], [1.381, -0.390, -2.130], [-1.554, 1.112, 1.187], [0.347, -2.335, -0.193], [1.606, -1.643, 0.505], [1.703, 2.030, 0.261], [1.853, 1.159, -1.462], [0.886, -2.527, -0.554], [-1.803, 0.972, -1.085], [-2.545, 0.252, -0.719], [0.866, 0.956, -1.914], [-1.175, -0.756, 2.263], [-1.014, 2.097, -0.653], [2.038, 0.691, 0.662], [-2.169, 0.236, -1.639], [-0.778, 1.124, 2.072], [-1.191, -0.141, 1.464], [1.090, -0.544, -2.063], [-0.916, -2.274, 0.784], [-2.119, 1.107, 0.095], [-0.638, 0.243, -0.852], [0.296, 0.971, -0.170], [0.221, -1.125, 0.416], [0.271, -0.218, -0.221], [0.067, 0.195, -0.337], [-0.195, -0.353, 0.084], [-0.270, -0.270, 0.323], [0.272, -0.581, 1.777], [-1.007, -0.758, -1.740], [0.863, 0.335, 0.477], [-0.488, 0.435, -0.105], [-0.367, -0.080, -0.397], [-0.134, 0.891, 0.386], [0.683, 0.072, 0.223], [0.276, 0.091, 0.226], [0.377, 0.039, 0.185], [-0.073, 0.063, -0.197], [-0.225, -0.091, -0.134], [-0.719, -0.799, 0.344], [0.170, -0.220, 1.129], [0.071, 0.891, -0.715], [-0.424, 0.315, 0.003], [-0.211, -0.168, 0.255], [-0.102, -0.006, -0.509], [0.282, -0.090, -0.547], [1.295, 0.707, -1.201], [-1.964, -0.825, -0.169], [0.736, 0.726, 0.317], [0.058, -0.651, 0.155], [-0.489, -0.350, 0.029], [0.760, -0.437, 0.423], [0.288, 0.620, 0.231], [0.272, 0.247, 0.057], [0.219, 0.307, 0.130], [-0.065, -0.137, 0.155], [-0.172, -0.178, -0.084]], "smiles": "CCCCN[C@]1([C@@H](I)CC)OS(=O)(=O)[C@@H](CCN)[C@H](C)[C@@]1(CCCP(=O)(OCC)OCC)CNC.FC(F)C(F)(F)COC(F)(F)C(F)F.FC(F)C(F)(F)COC(F)(F)C(F)F", "e_tot_ha": -4692.4598, "total_charge": 0, "homo_energy_ha": -0.3283, "largest_force_ev_per_a": 9.0, "homo_lumo_gap_ev": 9.1}